No. 1
The following is a DFT calculation (ωB97M-V/def2-TZVPD) of a structure of composition C47H64BIN2PPt.

Output
frontier orbital gap: 5.81 eV
ΔE to the lowest compared entry with this formula, charge and spin: 147.62 kJ/mol
E_tot: -2722.1747 hartree
E_HOMO: -3.356 eV

Structure (ORCA input):
```
! wB97M-V def2-TZVPD RIJCOSX def2/J DEFGRID3
* xyz -1 1
Pt 0.949 -0.573 0.199
C -0.098 -4.851 0.660
C 0.742 -4.194 1.755
P 0.438 -2.374 1.922
C 1.127 -2.050 3.605
C 0.743 -2.907 4.808
C -1.402 -2.339 2.041
C -2.138 -3.212 3.055
H 0.211 -5.886 0.499
H -0.006 -4.326 -0.291
H -1.156 -4.860 0.928
H 1.810 -4.301 1.539
H 0.561 -4.701 2.707
H 0.923 -0.998 3.810
H 2.208 -2.102 3.445
H -0.318 -2.842 5.042
H 1.295 -2.574 5.691
H 0.988 -3.960 4.659
H -1.723 -2.588 1.023
H -1.671 -1.291 2.156
H -1.710 -4.214 3.135
H -3.188 -3.319 2.772
H -2.120 -2.762 4.047
I 4.239 -1.955 1.162
C 3.005 -0.627 -0.086
H 3.374 -0.862 -1.077
H 3.387 0.348 0.218
C -3.592 -1.186 -1.844
C -3.331 0.167 -1.190
C -4.234 1.243 -1.801
C -3.488 0.159 0.316
C -4.504 -0.568 0.930
C -4.697 -0.513 2.299
C -3.876 0.289 3.074
C -2.849 1.031 2.496
C -1.945 1.861 3.387
C -2.720 2.674 4.425
C -0.916 0.954 4.058
C -2.644 0.941 1.108
N -1.584 1.668 0.505
B -0.168 1.261 0.321
N 0.423 2.581 0.052
C -0.543 3.582 0.027
C -1.742 3.039 0.300
C 1.794 2.929 -0.081
C 2.346 3.046 -1.359
C 3.675 3.442 -1.484
C 4.453 3.695 -0.368
C 3.904 3.553 0.895
C 2.574 3.176 1.063
C 2.034 3.025 2.472
C 2.679 1.828 3.169
C 2.230 4.300 3.293
C 1.519 2.730 -2.590
C 2.255 1.778 -3.532
C 1.104 4.009 -3.321
H -3.344 -1.144 -2.907
H -4.642 -1.478 -1.766
H -2.982 -1.967 -1.388
H -2.298 0.447 -1.395
H -5.288 0.998 -1.638
H -4.064 1.319 -2.878
H -4.039 2.219 -1.354
H -5.156 -1.188 0.328
H -5.483 -1.098 2.762
H -4.027 0.332 4.146
H -1.404 2.563 2.755
H -3.120 2.040 5.220
H -3.555 3.211 3.971
H -2.058 3.404 4.895
H -1.410 0.187 4.662
H -0.253 1.529 4.710
H -0.315 0.460 3.293
H -0.295 4.614 -0.168
H -2.700 3.529 0.393
H 4.113 3.537 -2.469
H 5.489 3.990 -0.482
H 4.519 3.736 1.768
H 0.965 2.835 2.398
H 3.768 1.924 3.190
H 2.437 0.900 2.646
H 2.327 1.742 4.200
H 3.285 4.469 3.525
H 1.694 4.223 4.243
H 1.858 5.177 2.759
H 0.616 2.223 -2.244
H 3.144 2.242 -3.961
H 1.609 1.479 -4.361
H 2.561 0.879 -2.995
H 1.981 4.539 -3.701
H 0.564 4.686 -2.658
H 0.457 3.774 -4.169
C -1.760 -1.683 -6.277
C -1.369 -2.666 -5.376
C -0.819 -2.321 -4.153
C -0.631 -0.980 -3.800
C -1.057 -0.005 -4.706
C -1.607 -0.349 -5.932
C -0.080 -0.553 -2.499
C 0.902 -1.109 -1.762
C 1.782 -2.158 -2.367
C 2.360 -1.961 -3.627
C 3.186 -2.914 -4.198
C 3.452 -4.101 -3.528
C 2.898 -4.308 -2.274
C 2.088 -3.341 -1.699
H -2.193 -1.956 -7.232
H -1.500 -3.713 -5.626
H -0.530 -3.095 -3.454
H -0.950 1.040 -4.435
H -1.919 0.430 -6.618
H -0.551 0.337 -2.090
H 2.152 -1.044 -4.163
H 3.625 -2.728 -5.171
H 4.103 -4.846 -3.970
H 3.124 -5.211 -1.718
H 1.714 -3.471 -0.696
*
```

Mulliken population analysis, charges in e, atoms 1 to 99:
1 Pt 0.869
2 C -1.098
3 C -0.869
4 P 0.370
5 C 0.402
6 C -1.422
7 C 0.891
8 C -1.927
9 H 0.437
10 H 0.052
11 H 0.296
12 H 0.382
13 H 0.553
14 H -0.275
15 H 0.306
16 H 0.206
17 H 0.453
18 H 0.329
19 H 0.137
20 H -0.973
21 H 0.413
22 H 0.383
23 H 0.299
24 I -0.240
25 C -1.720
26 H 0.633
27 H 0.560
28 C -1.760
29 C 2.367
30 C -1.724
31 C 1.351
32 C -0.535
33 C -1.488
34 C -0.615
35 C 0.995
36 C 1.445
37 C -1.986
38 C -0.864
39 C -1.321
40 N 0.747
41 B 0.735
42 N 0.913
43 C -1.141
44 C -1.081
45 C -0.420
46 C 0.307
47 C -0.769
48 C -1.558
49 C -0.474
50 C 0.903
51 C 2.291
52 C -1.422
53 C -1.946
54 C 2.687
55 C -1.548
56 C -1.768
57 H 0.373
58 H 0.549
59 H 0.181
60 H -1.053
61 H 0.361
62 H 0.443
63 H 0.314
64 H 0.313
65 H 0.371
66 H 0.293
67 H -0.327
68 H 0.370
69 H 0.400
70 H 0.458
71 H 0.415
72 H 0.653
73 H -0.619
74 H 0.579
75 H 0.425
76 H 0.370
77 H 0.347
78 H 0.319
79 H -1.030
80 H 0.375
81 H 0.014
82 H 0.463
83 H 0.344
84 H 0.447
85 H 0.403
86 H -1.015
87 H 0.420
88 H 0.448
89 H 0.200
90 H 0.363
91 H 0.303
92 H 0.416
93 C -0.602
94 C -0.660
95 C 0.094
96 C 0.289
97 C -0.074
98 C -0.903
99 C 0.381

=====

No. 2
The following is a DFT calculation (ωB97M-V/def2-TZVPD) of a structure of composition C47H64BIN2PPt at a distorted geometry.

Output
frontier orbital gap: 6.11 eV
ΔE to the lowest compared entry with this formula, charge and spin: 107.12 kJ/mol
E_tot: -2722.1902 hartree
E_HOMO: -3.666 eV

Structure (ORCA input):
```
! wB97M-V def2-TZVPD RIJCOSX def2/J DEFGRID3
* xyz -1 1
Pt 0.564 -0.098 1.049
C 4.342 1.513 0.326
C 4.254 0.164 1.045
P 2.793 -0.832 0.519
C 3.278 -2.528 1.064
C 4.633 -3.132 0.700
C 2.961 -0.755 -1.314
C 4.283 -1.111 -1.995
H 5.117 2.144 0.769
H 3.399 2.063 0.372
H 4.586 1.381 -0.730
H 4.153 0.298 2.126
H 5.178 -0.397 0.883
H 2.470 -3.184 0.746
H 3.178 -2.471 2.150
H 4.749 -3.268 -0.376
H 4.747 -4.114 1.170
H 5.464 -2.514 1.048
H 2.676 0.275 -1.549
H 2.140 -1.352 -1.710
H 5.154 -0.727 -1.455
H 4.310 -0.701 -3.009
H 4.399 -2.192 -2.087
I 2.248 -0.736 4.320
C 0.517 -0.072 3.084
H 0.222 0.796 3.661
H -0.181 -0.891 3.280
C 0.928 2.645 -2.911
C -0.140 1.562 -3.034
C -1.267 2.004 -3.973
C 0.404 0.213 -3.457
C 1.405 0.114 -4.420
C 1.888 -1.121 -4.823
C 1.365 -2.279 -4.269
C 0.360 -2.222 -3.307
C -0.159 -3.502 -2.673
C -0.402 -4.622 -3.685
C 0.799 -3.944 -1.566
C -0.108 -0.967 -2.893
N -1.102 -0.910 -1.877
B -0.898 -0.816 -0.405
N -2.224 -1.251 0.042
C -3.060 -1.581 -1.026
C -2.393 -1.364 -2.179
C -2.640 -1.462 1.384
C -3.434 -0.494 2.010
C -3.868 -0.723 3.312
C -3.496 -1.870 3.995
C -2.666 -2.795 3.379
C -2.227 -2.609 2.072
C -1.269 -3.612 1.453
C 0.097 -3.538 2.140
C -1.824 -5.039 1.482
C -3.784 0.793 1.281
C -3.498 2.025 2.139
C -5.234 0.787 0.790
H 0.492 3.550 -2.475
H 1.352 2.919 -3.884
H 1.743 2.318 -2.259
H -0.567 1.419 -2.051
H -0.886 2.169 -4.987
H -1.714 2.939 -3.621
H -2.053 1.246 -4.024
H 1.819 1.019 -4.856
H 2.674 -1.181 -5.569
H 1.749 -3.245 -4.584
H -1.114 -3.273 -2.201
H 0.538 -5.034 -4.069
H -0.989 -4.273 -4.539
H -0.944 -5.444 -3.209
H 1.804 -4.127 -1.967
H 0.449 -4.864 -1.082
H 0.863 -3.156 -0.811
H -4.075 -1.927 -0.880
H -2.732 -1.512 -3.196
H -4.493 0.015 3.808
H -3.831 -2.031 5.012
H -2.345 -3.675 3.928
H -1.129 -3.326 0.410
H 0.009 -3.729 3.216
H 0.545 -2.548 2.014
H 0.785 -4.279 1.719
H -1.874 -5.431 2.504
H -1.177 -5.708 0.907
H -2.829 -5.083 1.055
H -3.127 0.844 0.415
H -4.173 2.087 3.002
H -3.629 2.941 1.550
H -2.467 2.000 2.510
H -5.930 0.747 1.637
H -5.436 -0.073 0.148
H -5.452 1.696 0.219
C -1.564 6.339 -0.972
C -0.318 6.031 -0.436
C -0.032 4.743 -0.010
C -0.991 3.726 -0.098
C -2.230 4.047 -0.659
C -2.518 5.337 -1.088
C -0.744 2.323 0.295
C -0.003 1.813 1.307
C 0.499 2.753 2.363
C -0.341 3.714 2.929
C 0.123 4.597 3.896
C 1.444 4.539 4.321
C 2.287 3.577 3.782
C 1.812 2.690 2.825
H -1.782 7.346 -1.308
H 0.442 6.801 -0.354
H 0.948 4.510 0.389
H -2.975 3.261 -0.761
H -3.490 5.558 -1.513
H -1.242 1.602 -0.341
H -1.370 3.780 2.596
H -0.553 5.332 4.319
H 1.806 5.223 5.081
H 3.312 3.493 4.125
H 2.442 1.896 2.453
*
```

Mulliken population analysis, charges in e, atoms 1 to 99:
1 Pt 0.965
2 C -1.132
3 C -0.707
4 P 0.659
5 C 0.244
6 C -1.427
7 C 1.183
8 C -2.023
9 H 0.479
10 H 0.058
11 H 0.232
12 H 0.378
13 H 0.597
14 H -0.418
15 H 0.330
16 H 0.175
17 H 0.454
18 H 0.338
19 H -0.644
20 H -0.625
21 H 0.365
22 H 0.400
23 H 0.338
24 I -0.257
25 C -2.110
26 H 0.649
27 H 0.721
28 C -1.426
29 C 2.046
30 C -1.830
31 C 0.925
32 C -0.221
33 C -1.516
34 C -0.387
35 C 0.672
36 C 1.569
37 C -2.001
38 C -0.941
39 C -0.811
40 N 0.880
41 B 0.616
42 N 0.780
43 C -0.839
44 C -1.461
45 C -0.268
46 C 0.105
47 C -0.664
48 C -1.336
49 C -0.082
50 C 0.605
51 C 2.351
52 C -1.091
53 C -2.041
54 C 2.512
55 C -1.716
56 C -1.774
57 H 0.346
58 H 0.534
59 H -0.032
60 H -0.693
61 H 0.357
62 H 0.462
63 H 0.323
64 H 0.325
65 H 0.371
66 H 0.266
67 H -0.376
68 H 0.363
69 H 0.404
70 H 0.461
71 H 0.402
72 H 0.621
73 H -0.333
74 H 0.585
75 H 0.362
76 H 0.359
77 H 0.365
78 H 0.300
79 H -1.086
80 H 0.452
81 H -0.501
82 H 0.494
83 H 0.339
84 H 0.416
85 H 0.431
86 H -0.881
87 H 0.439
88 H 0.463
89 H 0.193
90 H 0.372
91 H 0.292
92 H 0.413
93 C -0.668
94 C -0.677
95 C 0.355
96 C 0.195
97 C -0.191
98 C -1.033
99 C 0.170